Entry from the Open Molecules 2025 dataset: one molecule with the formula C7H12S (ωB97M-V/def2-TZVPD).

Computed properties:
HOMO-LUMO gap ... 9.3020 eV
Largest force on an atom ... 8.4 eV/A
Structure (SMILES) ... C1C[C@H]2C[C@@H](CS1)C2
Relative energy (zero: lowest compared OMol25 entry of this formula, charge and spin) ... 472.2 kJ/mol

Element x y z (Å)
H1 -2.017 1.332 0.349
C1 0.045 1.492 0.148
H2 1.987 2.180 -0.270
H3 -0.056 2.294 -0.652
C2 1.542 1.185 -0.323
C3 -1.088 0.710 0.204
S1 2.252 -0.306 0.503
H4 1.446 -2.666 -0.059
H5 -0.151 -0.316 -1.510
C4 -0.888 -0.320 1.394
C5 -0.442 -1.346 0.125
H6 -1.889 -0.532 1.745
H7 -0.245 -0.130 2.110
C6 -1.110 -0.452 -0.786
H8 1.584 0.932 -1.286
H9 -1.977 -0.746 -1.300
H10 -1.082 -2.153 0.182
C7 0.919 -1.656 -0.189
H11 1.108 -1.517 -1.377
H12 0.059 2.013 0.990